Computed, not measured: a structure of composition C32H28F3O4PdSe4, with ωB97M-V/def2-TZVPD.

Geometry as XYZ:
```
72
Properties=species:S:1:pos:R:3:forces:R:3
Pd 1.7471 -1.1665 1.4582 -0.1 0.4 -0.5
Se 1.9216 -1.0584 3.8654 0.1 0.0 0.5
Se 1.3637 -2.8826 4.9377 0.0 -0.1 0.0
Se 0.9370 -6.0457 2.6969 0.0 0.2 0.0
Se 1.4184 -4.1398 1.7600 -0.2 -0.5 -0.2
C -3.9128 0.2307 -1.0795 -0.1 0.0 0.0
C -2.6034 0.9845 -1.1361 0.0 0.0 0.1
C -2.7594 2.3578 -1.7849 0.0 0.0 0.0
O -2.0867 1.0973 0.1709 0.0 0.0 0.0
C -0.6773 1.2380 0.0178 -0.1 0.0 0.0
C -0.3655 0.3635 -1.2336 0.0 0.0 -0.1
O -1.6538 0.2117 -1.8451 0.0 0.2 -0.1
C 0.3464 -1.0347 -1.2698 0.2 0.1 0.1
O 1.5400 -1.0108 -0.5522 -0.3 -0.1 0.1
C -0.5976 -2.2020 -0.9366 0.1 -0.1 0.1
C -0.4098 -3.4299 -1.5729 0.0 0.0 0.1
C -1.2520 -4.5061 -1.3334 0.1 0.0 0.1
C -2.2953 -4.3836 -0.4274 0.0 0.0 0.0
C -2.4727 -3.1796 0.2375 0.0 0.0 0.0
C -1.6390 -2.0977 -0.0195 0.2 -0.1 0.1
C 0.7503 -1.1694 -2.7613 0.1 0.0 0.0
C 2.0860 -1.0191 -3.1138 0.0 0.0 0.0
C 2.4805 -1.0908 -4.4455 0.0 0.0 0.0
C 1.5449 -1.3156 -5.4436 0.0 0.0 0.0
C 0.2080 -1.4721 -5.0974 0.0 0.0 0.0
C -0.1845 -1.3998 -3.7697 0.0 0.1 0.0
C -0.0051 1.0981 1.4043 0.0 -0.1 0.1
O -0.0313 -0.1872 1.9110 0.0 -0.2 -0.3
C -0.8218 2.0274 2.3303 0.0 0.0 0.0
C -1.5589 1.4838 3.3713 0.0 0.0 0.0
C -2.3046 2.3023 4.2120 0.0 0.0 0.0
C -2.3226 3.6755 4.0209 0.0 0.0 0.0
C -1.5832 4.2269 2.9811 0.0 0.0 0.0
C -0.8379 3.4078 2.1479 0.0 0.0 0.0
C 1.4319 1.6585 1.3709 -0.1 0.2 0.0
C 2.1134 2.0250 0.2178 0.0 -0.1 0.0
C 3.4141 2.5102 0.2819 0.0 0.0 0.0
C 4.0561 2.6441 1.5015 0.0 0.0 0.0
C 3.3790 2.3009 2.6656 0.0 0.0 0.0
C 2.0808 1.8267 2.5947 0.0 0.2 0.0
H -4.6311 0.7849 -0.4744 0.0 0.0 0.0
H -3.7484 -0.7513 -0.6416 0.0 0.0 0.0
H -4.3137 0.1092 -2.0863 0.0 0.0 0.0
H -3.4093 2.9858 -1.1742 0.0 0.0 0.0
H -3.1940 2.2471 -2.7786 0.0 0.0 0.0
H -1.7933 2.8511 -1.8921 0.0 0.0 0.0
H -0.4777 2.2735 -0.2902 0.0 0.0 0.0
H 0.2497 0.9923 -1.8872 0.0 -0.1 0.0
H 0.4039 -3.5417 -2.2786 0.0 0.0 0.0
H -1.0793 -5.4466 -1.8426 0.0 0.0 0.0
H -2.9499 -5.2233 -0.2286 0.0 0.0 0.0
H -3.2703 -3.0726 0.9640 0.0 0.0 0.0
H -1.7897 -1.1749 0.5173 0.0 0.1 0.1
H 2.8066 -0.8613 -2.3221 0.0 0.0 0.0
H 3.5279 -0.9772 -4.6995 0.0 0.0 0.0
H 1.8520 -1.3776 -6.4807 0.0 0.0 0.0
H -0.5336 -1.6567 -5.8659 0.0 0.0 0.0
H -1.2262 -1.5287 -3.5084 0.0 0.0 0.0
H -1.5384 0.4102 3.5003 0.0 0.0 0.0
H -2.8759 1.8614 5.0206 0.0 0.0 0.0
H -2.9016 4.3136 4.6775 0.0 0.0 0.0
H -1.5817 5.2991 2.8244 0.0 0.0 0.0
H -0.2462 3.8517 1.3542 0.0 0.0 0.0
H 1.6611 1.8952 -0.7553 0.0 0.0 0.0
H 3.9314 2.7643 -0.6351 0.0 0.0 0.0
H 5.0763 3.0036 1.5468 0.0 0.0 0.0
H 3.8631 2.4020 3.6293 0.0 0.0 0.0
H 1.5384 1.5996 3.5064 0.0 0.0 0.0
F 4.1611 -0.8059 0.1532 0.1 0.0 0.0
C 3.6449 -1.6675 1.0670 0.0 0.0 -0.1
F 4.4654 -1.5330 2.1649 0.0 0.0 0.0
F 3.9346 -2.9052 0.5827 -0.1 -0.1 0.0
```
Forces are in eV/Å.

Summary:
charge: -1
energy above the lowest of the compared OMol25 structures with the same formula, charge and spin: 0.00 kJ/mol
E: -314846.7426 eV
frontier orbital gap (spin up / spin down): 7.80 / 5.40 eV
E_HOMO (spin up / spin down): -5.59 / -5.57 eV
2S+1: 5

Results of the Mulliken charge analysis, in e, for atoms 1 through 5: number 1, Pd, carries 0.64; number 2, Se, carries 0.14; number 3, Se, carries -0.18; number 4, Se, carries -0.32; number 5, Se, carries 0.07